ORCA calculation (ωB97M-V/def2-TZVPD) on C28H57InN3O6 as an isolated structure at a distorted geometry.

Geometry as XYZ:
```
95
Properties=species:S:1:pos:R:3:forces:R:3
In -1.734273 -2.482974 0.976900 0.63 0.51 -0.02
C -1.945564 0.581471 -0.516013 0.07 -2.05 3.06
O -2.771912 1.466180 -0.621017 -0.63 2.65 -0.27
O -1.102447 0.361841 0.388920 0.33 0.62 -0.56
O -2.251398 -0.407941 -1.229046 0.38 -1.27 -2.29
C 0.389932 2.283137 -2.724092 -0.59 -0.37 0.14
C -0.040569 2.161068 -4.224116 0.72 0.56 1.51
C 1.253863 1.665117 -4.952605 -0.37 1.30 -2.17
C 0.944273 1.142933 -6.346512 -0.22 -1.03 0.80
C 0.065333 -0.109187 -6.153939 -0.39 1.83 -0.88
C -1.348759 0.265828 -5.488740 -0.36 -1.57 0.48
N -1.140714 1.170005 -4.276008 0.92 -0.66 -1.38
O -2.278171 1.494685 -3.553477 1.22 -0.38 -1.36
C -2.424624 0.959960 -6.393333 1.55 0.54 -0.50
C -1.857138 -1.122743 -4.924842 -0.16 0.46 1.08
C -0.576491 3.539927 -4.776053 0.58 -0.15 -0.50
H 0.826952 1.337543 -2.403211 -0.21 -0.23 -0.05
H -0.476103 2.487107 -2.094424 0.03 0.19 0.08
H 1.163530 3.012130 -2.482843 -0.18 0.34 -0.59
H 1.883139 2.514698 -5.217796 -0.03 0.58 0.95
H 1.936682 0.950040 -4.493785 -0.66 -0.08 0.76
H 1.861240 0.903245 -6.884872 0.14 -0.26 0.19
H 0.479228 1.883830 -6.996816 -0.40 0.04 0.20
H 0.562024 -0.891825 -5.580468 0.01 0.29 0.36
H 0.069595 -0.481156 -7.178501 -1.36 -0.54 0.05
H -2.507726 0.501524 -7.378743 -0.40 -0.74 0.34
H -3.377168 1.191806 -5.916871 0.14 -0.53 0.08
H -2.005169 1.916344 -6.705570 0.04 0.34 0.29
H -2.739211 -1.045852 -4.289124 -0.53 0.35 -0.54
H -1.998848 -1.939484 -5.632617 -0.06 0.52 -0.47
H -1.177163 -1.527520 -4.175248 0.73 0.19 -0.18
H -0.583745 3.496129 -5.865151 -0.04 -0.02 -0.05
H 0.074024 4.375270 -4.516983 0.36 -0.27 0.18
H -1.568546 3.875610 -4.473974 -0.06 -0.70 0.35
H -2.097978 0.980480 -2.763078 -0.67 -0.39 0.99
C 0.533417 -3.513533 -1.840323 1.64 0.31 0.30
C 1.822996 -2.776103 -1.369997 -0.42 -0.23 0.31
C 1.867267 -1.518824 -2.250224 1.99 -0.48 -0.37
C 2.923950 -0.497659 -1.756724 -1.21 -0.54 -1.27
C 2.598872 -0.120690 -0.378817 0.73 0.93 1.26
C 2.536819 -1.317946 0.634326 1.82 1.41 -0.54
N 1.648901 -2.346528 0.050882 -0.28 0.75 -0.56
O 1.584124 -3.468797 0.897391 -0.05 -0.12 -0.25
C 4.055315 -1.722325 1.029228 -0.83 -0.63 -0.63
C 1.854333 -0.782853 1.857349 -2.08 0.54 0.64
C 3.036785 -3.729070 -1.618575 0.16 0.72 -0.77
H 0.418714 -4.474199 -1.338257 -0.23 0.04 -0.16
H -0.319863 -2.843974 -1.732155 -0.16 -0.15 -0.01
H 0.807712 -3.627443 -2.889072 -0.85 -0.51 -0.19
H 2.192796 -1.817735 -3.246608 -0.03 -0.40 -0.20
H 0.852251 -1.163467 -2.427912 0.04 0.67 0.56
H 3.964954 -0.820588 -1.745820 -0.13 -0.72 -0.52
H 2.897906 0.351047 -2.440193 0.06 0.25 0.12
H 1.756762 0.568505 -0.315987 -0.59 -0.56 0.04
H 3.422725 0.540898 -0.111098 0.14 -0.04 0.79
H 4.658548 -2.091273 0.199712 -0.34 -0.25 -0.29
H 4.068257 -2.493941 1.798994 -0.17 -0.09 0.02
H 4.696243 -0.926031 1.407691 -0.74 0.53 0.17
H 1.092731 -0.049174 1.593171 0.36 0.64 -0.53
H 2.438492 -0.294535 2.637349 0.26 -0.57 -0.04
H 1.104108 -1.482362 2.226048 0.81 -0.76 0.86
H 4.015240 -3.249945 -1.652866 -0.02 0.33 0.91
H 3.065417 -4.625518 -0.999175 -0.02 0.06 0.03
H 3.049165 -4.052693 -2.659350 -0.74 -0.40 -0.07
H 2.379674 -3.939511 0.638321 0.34 -0.70 0.51
C -3.391133 1.422034 3.648793 0.38 -1.31 0.20
C -2.075139 1.295046 4.500094 -1.36 1.46 1.11
C -2.200022 2.448220 5.631484 0.08 -1.07 -1.04
C -1.160906 2.304060 6.698304 -0.40 -0.43 0.96
C -1.246114 0.906934 7.316415 0.47 0.85 0.03
C -1.088719 -0.214587 6.350154 -0.04 -0.98 0.06
N -2.004806 -0.010955 5.197383 -0.84 0.89 1.09
O -2.013743 -1.109165 4.313824 0.72 -0.22 -0.78
C 0.415146 -0.242581 5.965844 -0.27 -0.52 -0.15
C -1.500878 -1.485439 7.200094 1.35 -1.19 -1.59
C -0.885120 1.665305 3.633669 0.40 0.57 -0.90
H -3.334618 0.720503 2.816465 0.40 0.37 -0.64
H -3.576805 2.440096 3.306483 0.29 -0.10 -0.11
H -4.312927 1.051145 4.096953 0.10 0.32 0.93
H -2.092435 3.409857 5.129696 -0.20 -0.03 -0.16
H -3.179595 2.417135 6.108519 -0.16 -0.16 -0.16
H -1.373029 3.004949 7.505679 0.12 0.26 -0.04
H -0.140350 2.499298 6.369003 -0.07 0.05 -0.23
H -2.155745 0.677184 7.871278 0.01 0.75 0.32
H -0.337072 0.800956 7.908463 -0.45 -0.02 0.85
H 1.040636 -0.738693 6.707966 -0.29 -0.57 0.00
H 0.493932 -0.727330 4.992755 0.50 -0.03 0.05
H 0.864894 0.750301 5.966146 -0.33 0.14 -0.55
H -2.537990 -1.689701 7.466099 -0.07 0.81 -0.10
H -1.182769 -2.375970 6.657994 -0.30 -0.19 -0.67
H -0.848474 -1.675147 8.052433 -0.13 1.00 0.46
H -1.090503 1.791321 2.570625 -0.39 -1.01 -0.27
H -0.036022 0.994047 3.762318 0.02 0.34 -0.04
H -0.635510 2.716308 3.779185 0.64 -0.09 0.81
H -2.944894 -1.268090 4.142622 -0.22 -0.03 0.33
```
Positions in Å, forces in eV/Å.

- ΔE to the lowest compared entry with this formula, charge and spin: 5.4 kcal/mol
- Highest occupied orbital energy: -0.3789 hartree
- Orbital gap: 2.7 eV
- Charge: +1
- Spin multiplicity: 1
- DFT total energy: -1906.29130 Eh